Formula: C22H15F3N2O4PS2
Source: the OMol25 dataset
Level of theory: wB97M-V/def2-TZVPD

```
49
C22H15F3N2O4PS2 wB97M-V/def2-TZVPD
C 1.387 4.971 -0.037
C 1.753 4.388 1.184
C 1.298 3.087 1.481
C 0.453 2.431 0.555
P -0.012 0.624 0.820
C 1.624 -0.161 1.081
C 2.142 -0.479 2.347
C 3.439 -0.980 2.451
C 4.235 -1.162 1.314
C 3.704 -0.905 0.035
C 2.381 -0.417 -0.087
C -1.101 0.882 2.326
C -2.295 1.471 1.754
N -3.193 2.109 1.368
O -0.568 0.232 -0.523
C 0.050 3.066 -0.627
C 0.532 4.330 -0.932
H 1.769 5.952 -0.267
H 2.439 4.876 1.888
H 1.705 2.564 2.367
H 1.502 -0.350 3.223
H 3.799 -1.220 3.437
H 5.254 -1.535 1.390
H 4.277 -1.036 -0.906
H 1.945 -0.217 -1.093
H -0.728 1.655 3.042
H -0.546 2.519 -1.348
H 0.257 4.763 -1.886
F -3.711 -0.642 2.009
C -2.990 -1.244 2.958
F -3.443 -0.912 4.205
F -3.043 -2.582 2.771
S -1.067 -0.611 3.322
N -2.756 -1.806 -0.227
C -2.695 -0.919 -1.268
O -3.203 0.195 -1.383
C -1.951 -1.543 -2.394
C -1.368 -2.725 -2.068
C -0.486 -3.409 -2.883
C -0.329 -2.891 -4.155
C -0.999 -1.704 -4.573
C -1.749 -0.986 -3.651
S -1.788 -3.107 -0.373
O -0.530 -3.088 0.375
O -2.615 -4.282 -0.179
H -0.153 -4.379 -2.558
H 0.320 -3.419 -4.834
H -0.752 -1.385 -5.590
H -2.195 -0.020 -3.860
```

Properties
Largest force on an atom = 4.107 eV/Å
E = -2695.1790 a.u.
Relative energy (zero: lowest compared OMol25 entry of this formula, charge and spin) = 10.4 kcal/mol
Charge = -1
Orbital gap = 7.16 eV
HOMO = -4.9 eV

Charges in e, computed with natural (NBO), in the same order as the atoms: number 1, C, carries -0.21; number 2, C, carries -0.22; number 3, C, carries -0.24; number 4, C, carries -0.29; number 5, P, carries 1.91; number 6, C, carries -0.41; number 7, C, carries -0.13; number 8, C, carries -0.23; number 9, C, carries -0.21; number 10, C, carries -0.21; number 11, C, carries -0.15; number 12, C, carries -0.82; number 13, C, carries 0.26; number 14, N, carries -0.24; number 15, O, carries -1.05; number 16, C, carries -0.21; number 17, C, carries -0.21; number 18, H, carries 0.20; number 19, H, carries 0.21; number 20, H, carries 0.21; number 21, H, carries 0.20; number 22, H, carries 0.21; number 23, H, carries 0.21; number 24, H, carries 0.22; number 25, H, carries 0.25; number 26, H, carries 0.30; number 27, H, carries 0.26; number 28, H, carries 0.21; number 29, F, carries -0.27; number 30, C, carries 0.97; number 31, F, carries -0.35; number 32, F, carries -0.30; number 33, S, carries 0.14; number 34, N, carries -0.96; number 35, C, carries 0.66; number 36, O, carries -0.65; number 37, C, carries -0.11; number 38, C, carries -0.28; number 39, C, carries -0.21; number 40, C, carries -0.22; number 41, C, carries -0.23; number 42, C, carries -0.17; number 43, S, carries 2.28; number 44, O, carries -0.98; number 45, O, carries -0.96; number 46, H, carries 0.22; number 47, H, carries 0.19; number 48, H, carries 0.20; number 49, H, carries 0.23